No. 1
{
  "formula": "C6H11N2O3",
  "method": "wB97M-V/def2-TZVPD",
  "largest_force_ev_per_a": 4.54,
  "homo_energy_ev": -1.31,
  "charge": -1,
  "de_lowest_kcal_mol": 94.4,
  "total_energy_ha": -570.3249,
  "symbols": ["O", "O", "O", "N", "N", "C", "C", "C", "C", "C", "C", "H", "H", "H", "H", "H", "H", "H", "H", "H", "H", "H"],
  "xyz": [[1.2227, 4.5027, 1.9526], [0.7415, 2.7160, 3.4465], [1.7780, 1.7759, -0.8718], [-0.0963, 0.4589, -0.8583], [0.2944, 1.7206, -1.0470], [-0.0270, 0.1596, 0.5563], [-0.9099, -1.0423, 1.0475], [0.1406, -0.5769, -1.8956], [1.0215, 3.5683, 2.6617], [-0.8728, -2.0874, -0.0890], [-0.8755, -1.7113, -1.5474], [-1.9186, -1.2203, -1.7290], [2.0796, 2.3790, -0.1279], [-1.6079, -2.9515, 0.1778], [1.2658, -0.9468, -1.8088], [-0.2795, 1.0544, 0.9430], [-1.8894, -0.7973, 1.2044], [0.0715, -0.0120, -2.8566], [-0.5580, -2.5081, -2.1877], [0.0812, -2.6968, 0.1180], [0.9307, -0.1491, 0.9678], [-0.5925, -1.6357, 1.9434]],
  "forces_ev_per_a": [[-0.244, -2.749, 1.826], [1.036, 2.101, -2.254], [2.365, 0.401, 0.756], [-0.239, -0.807, 0.191], [-0.806, 2.163, -1.203], [0.141, -4.532, -0.124], [1.941, -0.996, -1.841], [1.631, 0.577, 2.364], [-0.815, 0.604, 0.349], [1.287, -3.550, 1.782], [-1.084, 2.864, -0.581], [1.591, -1.220, -0.375], [-1.176, -0.937, -1.012], [0.557, 1.517, -0.798], [-1.874, 0.228, -0.254], [-0.961, 2.804, 1.813], [-2.732, 1.092, 0.425], [-0.378, -0.812, 0.612], [-0.763, -1.010, -0.359], [-0.689, 0.923, -0.513], [1.038, 0.335, -0.396], [0.174, 1.002, -0.410]]
}

---

No. 2
{
  "formula": "C6H11N2O4S2",
  "method": "wB97M-V/def2-TZVPD",
  "largest_force_ev_per_a": 5.89,
  "homo_energy_ev": -5.65,
  "charge": -1,
  "de_lowest_kcal_mol": 43.4,
  "total_energy_ha": -1442.0615,
  "symbols": ["S", "S", "O", "O", "O", "O", "N", "N", "C", "C", "C", "C", "C", "C", "H", "H", "H", "H", "H", "H", "H", "H", "H", "H", "H"],
  "xyz": [[-0.4248, 2.0623, 0.4322], [4.8090, -0.6685, -0.6238], [-1.1460, 3.2225, -0.1361], [-3.7080, -0.6631, -0.3335], [0.8832, 2.3010, 0.9690], [-1.9774, -1.5519, 0.6471], [-1.4407, 1.4604, 1.6337], [-0.2571, 0.8256, -0.5569], [2.0960, -0.9560, -0.3183], [1.4359, -0.9501, 1.0245], [-1.2535, 0.5268, -1.2747], [-1.5912, -0.7992, -1.6018], [3.3336, -0.0976, -0.1757], [-2.6088, -1.0483, -0.2695], [-2.4619, 1.6847, 1.6571], [-2.0412, 1.2755, -1.4272], [1.4591, 0.0581, 1.4007], [-0.7432, -1.5806, -1.4999], [0.4252, -1.2708, 0.7962], [1.4306, -0.4848, -0.9112], [-2.1188, -1.0351, -2.5272], [-1.2949, 0.5175, 2.1091], [3.1434, 0.8460, 0.1303], [2.1222, -1.8736, -0.7591], [1.9290, -1.8009, 1.6150]],
  "forces_ev_per_a": [[-1.853, 2.376, 0.756], [-0.605, 0.779, 0.570], [0.870, -1.937, 0.838], [-4.905, 1.894, -1.272], [-0.109, -0.047, 0.264], [1.121, -0.786, 0.899], [-0.490, -0.732, 1.092], [1.125, -0.363, 0.325], [2.199, 2.186, 2.362], [0.090, -2.676, 0.384], [-1.709, 0.809, -0.730], [1.260, -3.132, -0.727], [0.904, -5.085, -2.826], [3.892, -1.344, 0.554], [1.619, 0.005, -0.755], [0.002, -0.029, -0.171], [-0.016, -0.017, 0.811], [-1.254, 1.521, 0.040], [-0.452, 0.115, 0.689], [-1.961, 2.302, -2.107], [-0.283, 0.580, 0.179], [0.262, 1.643, -1.502], [-0.357, 3.102, 1.209], [1.277, -2.830, -0.829], [-0.626, 1.665, -0.050]]
}

---

No. 3
{
  "formula": "C6H11N2S2",
  "method": "wB97M-V/def2-TZVPD",
  "largest_force_ev_per_a": 5.45,
  "homo_energy_ev": -11.98,
  "smiles": "N[C@H]1C(S)=CC=C[C@]1([NH3+])S",
  "charge": 1,
  "de_lowest_kcal_mol": 74.1,
  "total_energy_ha": -1140.7735,
  "symbols": ["S", "S", "N", "N", "C", "C", "C", "C", "C", "C", "H", "H", "H", "H", "H", "H", "H", "H", "H", "H", "H"],
  "xyz": [[-2.3189, 1.5988, 1.6841], [1.7696, 1.1907, -1.5974], [0.2964, -1.0942, -1.9293], [-1.7063, -0.3737, -0.7733], [-0.7155, 0.5429, -0.3051], [0.8122, -0.1984, -0.8046], [0.2585, 0.4067, 1.9040], [1.3265, -0.3963, 1.4776], [-0.8323, 0.7824, 1.1030], [1.7220, -0.7554, 0.2490], [0.5327, -2.0810, -1.8662], [0.0567, 0.6502, 2.9113], [-0.7348, -1.0423, -1.5407], [1.9674, -0.6860, 2.2931], [-2.1793, -0.7639, 0.0464], [-2.4651, 0.0718, -1.3149], [-2.3038, 1.1608, 2.9762], [2.2040, 1.5892, -0.5451], [-0.8610, 1.3633, -1.0829], [0.5532, -0.6624, -2.7964], [2.6179, -1.3033, -0.0887]],
  "forces_ev_per_a": [[0.632, -0.515, 0.037], [-2.003, -2.100, -4.542], [1.551, 0.076, 1.923], [-2.725, -0.828, 0.660], [1.427, -0.288, -3.760], [-0.716, 1.950, -0.447], [-4.870, 1.435, -1.992], [2.771, -1.110, 0.511], [2.653, 0.507, 2.969], [-1.951, 0.055, -0.687], [0.672, 0.111, -0.143], [0.665, -0.101, 1.227], [-1.265, -0.063, -1.041], [0.310, -0.181, 0.202], [0.057, -0.434, -0.422], [0.683, -0.308, 0.244], [0.172, 0.115, -0.606], [1.819, 1.709, 4.375], [0.977, -0.074, 1.685], [-0.254, -0.222, -0.841], [-0.603, 0.264, 0.649]]
}

---

No. 4
{
  "formula": "C6H11N3",
  "method": "wB97M-V/def2-TZVPD",
  "largest_force_ev_per_a": 5.24,
  "homo_energy_ev": -8.10,
  "smiles": "C=C/N=C(\\C)N(C)N=C",
  "charge": 0,
  "de_lowest_kcal_mol": 86.3,
  "total_energy_ha": -399.3577,
  "symbols": ["N", "N", "N", "C", "C", "C", "C", "C", "C", "H", "H", "H", "H", "H", "H", "H", "H", "H", "H", "H"],
  "xyz": [[-2.1079, 0.3640, -0.3248], [1.1412, -0.2497, -0.1343], [-1.0300, -0.3409, 0.0093], [0.1088, 0.4622, -0.0872], [-0.9849, -1.7997, 0.2403], [-3.2955, -0.0441, -0.1512], [2.5461, 0.2360, -0.0133], [3.6966, -0.4666, -0.2782], [-0.0375, 1.9013, 0.1179], [-4.1597, 0.6770, -0.2397], [-1.1095, 2.0860, 0.0892], [3.5758, -1.4079, -0.8202], [-1.3390, -2.1420, 1.2415], [2.7101, 1.2837, 0.4243], [4.6775, 0.0698, -0.2112], [0.5766, 2.3641, -0.5885], [-3.6244, -1.0099, 0.1322], [0.0669, -2.1398, 0.1297], [0.3724, 2.2619, 0.9971], [-1.7838, -2.1057, -0.5329]],
  "forces_ev_per_a": [[-1.569, 0.002, 0.777], [5.221, -0.277, -0.343], [-0.002, 0.553, 0.089], [0.673, -1.940, 1.455], [-1.522, 0.305, -1.033], [-1.427, 1.241, -0.361], [-0.338, 0.683, 0.563], [-2.078, 1.456, -0.565], [-1.429, -0.441, -0.913], [1.319, -0.594, -0.433], [0.460, 0.820, -0.330], [0.445, 0.065, 0.434], [0.063, 0.721, -0.509], [-0.501, -1.400, -0.571], [-1.096, -0.829, 0.085], [0.341, 1.161, -1.677], [0.172, -1.181, 0.524], [-1.076, 0.169, -0.496], [0.721, 0.116, 2.285], [1.625, -0.630, 1.020]]
}

---

No. 5
{
  "formula": "C6H11N3O2S",
  "method": "wB97M-V/def2-TZVPD",
  "largest_force_ev_per_a": 4.42,
  "homo_energy_ev": -15.80,
  "charge": 2,
  "de_lowest_kcal_mol": 113.2,
  "total_energy_ha": -947.3021,
  "symbols": ["S", "O", "O", "N", "N", "N", "C", "C", "C", "C", "C", "C", "H", "H", "H", "H", "H", "H", "H", "H", "H", "H", "H"],
  "xyz": [[6.1774, 1.0665, -0.6982], [6.3935, -1.0837, -0.5326], [6.1896, -2.4327, 1.2898], [4.8936, 0.9847, 0.1164], [-10.3519, 1.0649, 0.3390], [5.6256, -1.5260, 0.3271], [7.1224, 1.9346, 0.5276], [3.9815, 0.0434, -0.3460], [4.3814, -1.1507, 0.5257], [-10.5722, -0.7887, -1.1119], [-10.7012, 0.5527, -0.8232], [-10.5823, -1.9295, -1.4826], [7.0033, -2.7994, 0.8892], [2.9636, 0.4147, 0.0167], [7.9155, 1.3970, 1.0844], [3.8129, -1.5618, 1.3448], [7.5955, 2.8171, 0.1468], [-11.0355, 1.1933, -1.5302], [-10.1697, 0.4521, 1.0967], [-10.6561, -3.0067, -1.3573], [3.8203, -0.0271, -1.4730], [-10.1428, 2.0248, 0.4760], [6.3358, 2.3602, 1.1747]],
  "forces_ev_per_a": [[1.086, 0.546, 0.488], [0.726, -0.501, -1.095], [-0.927, 1.110, -0.728], [0.759, 0.994, 0.707], [-0.565, -1.316, -1.875], [-0.340, -1.585, 2.305], [0.095, 1.150, 1.035], [-4.356, -0.504, -0.590], [1.112, 0.523, -1.570], [-0.425, 0.038, -0.215], [1.740, -0.420, 3.338], [-0.348, -1.315, 1.142], [-0.294, 0.299, -0.268], [1.155, -0.813, -0.344], [-0.782, -0.289, -0.501], [0.133, -0.015, 0.019], [0.479, 0.346, -0.888], [-0.818, 2.108, -2.384], [0.546, -0.628, 0.772], [0.255, 0.421, -0.816], [0.743, -0.636, 1.279], [-0.440, 1.114, 0.038], [0.465, -0.626, 0.152]]
}

---

No. 6
{
  "formula": "C6H11N4",
  "method": "wB97M-V/def2-TZVPD",
  "largest_force_ev_per_a": 5.58,
  "multiplicity": 3,
  "homo_energy_ev": [-8.81, -13.36],
  "s_squared": 2.02,
  "charge": 1,
  "de_lowest_kcal_mol": 105.2,
  "total_energy_ha": -453.7095,
  "symbols": ["N", "N", "N", "N", "C", "C", "C", "C", "C", "C", "H", "H", "H", "H", "H", "H", "H", "H", "H", "H", "H"],
  "xyz": [[-1.7051, -0.9334, 0.6243], [-0.8279, 1.3229, 0.0411], [2.0546, -1.0976, -1.2077], [2.7121, 0.1764, 0.8836], [1.3956, 0.5153, 0.7409], [-2.2204, -2.1756, 0.7742], [1.8806, -0.8089, 0.2175], [-1.3701, 0.1277, 0.2331], [0.4613, 1.4048, 0.6217], [-1.4025, 2.2821, -0.8410], [-1.6154, -2.7259, 1.4459], [3.4698, 0.6301, 0.4233], [-3.3017, -2.2290, 0.9503], [1.4344, -1.5920, 0.8315], [-1.0221, 3.2970, -0.5302], [-2.5585, 2.2267, -0.9163], [2.2936, -0.3018, -1.7791], [0.6331, 2.3865, 0.9201], [-1.9329, -2.7215, -0.2156], [-1.0374, 2.1105, -1.9089], [2.6589, -1.8942, -1.3088]],
  "forces_ev_per_a": [[2.167, -0.003, 1.938], [3.192, -3.337, 2.333], [-0.931, 0.441, 2.433], [-1.798, 0.153, 1.071], [2.912, -4.235, -1.702], [-0.031, -2.462, -2.739], [-1.170, -0.034, -1.271], [-3.679, 1.859, -3.225], [-3.074, 4.522, -1.133], [-0.937, 2.053, -1.879], [-0.007, -0.729, 1.382], [0.784, 0.636, -0.091], [0.224, 0.033, 0.039], [1.058, -0.438, -0.256], [-0.629, -0.861, -0.340], [2.133, -0.022, 0.687], [0.201, -0.048, -0.019], [0.737, 1.826, 0.547], [-1.055, 0.695, 1.259], [-0.263, 0.054, 1.340], [0.166, -0.104, -0.374]]
}